# 1
Density functional theory data (the ωB97M-V functional and the def2-TZVPD basis) for one molecule with the formula C3H3NOS2 at a distorted geometry.

Calculated values
* E_HOMO: -9.24 eV
* electronic energy: -28364.0052 eV
* E_LUMO: 0.0 eV
* gap between HOMO and LUMO: 0.3392 Eh

```
10
C3H3NOS2 the ωB97M-V functional and the def2-TZVPD basis
S -0.92 -1.48 -2.17
C 0.01 -0.70 -0.90
C -0.67 0.03 -0.02
C 0.40 0.63 0.65
S 0.46 1.94 1.81
O 1.53 0.26 0.00
N 1.30 -0.71 -0.95
H -2.13 -1.49 -1.23
H -1.79 0.10 0.35
H 1.80 1.40 2.48
```

Here are the natural (NBO) charges for atoms 1 to 2, given in e: 0.035 -0.010

# 2
Density functional theory data (the ωB97M-V functional and the def2-TZVPD basis) for one molecule with the formula C23H21NO5.

Calculated values
* E_HOMO: -8.16 eV
* electronic energy: -35920.2990 eV
* E_LUMO: 0.5 eV
* gap between HOMO and LUMO: 0.3169 Eh

```
50
C23H21NO5 the ωB97M-V functional and the def2-TZVPD basis
C 4.30 0.67 -1.12
C 3.38 0.36 0.05
O 2.08 0.87 -0.13
C 1.82 2.20 0.10
C 2.72 3.14 0.55
C 2.32 4.45 0.77
C 1.01 4.83 0.53
C 0.09 3.90 0.07
C 0.49 2.59 -0.15
N -0.36 1.59 -0.62
C -1.71 1.57 -0.70
O -2.44 2.52 -0.54
C -2.26 0.19 -1.13
O -1.26 -0.84 -1.01
C -0.85 -1.19 0.22
O -1.31 -0.75 1.24
C 0.29 -2.14 0.17
C 0.80 -2.61 1.38
C 1.89 -3.46 1.39
C 2.49 -3.83 0.19
O 3.57 -4.65 0.15
C 1.98 -3.36 -1.02
C 0.89 -2.52 -1.03
C -3.55 -0.21 -0.45
C -4.31 -1.21 -1.05
C -5.48 -1.65 -0.47
C -5.92 -1.08 0.72
C -5.17 -0.09 1.32
C -3.99 0.35 0.74
H 5.28 0.22 -0.95
H 3.88 0.27 -2.04
H 4.43 1.74 -1.24
H 3.81 0.72 1.00
H 3.23 -0.72 0.14
H 3.75 2.87 0.75
H 3.03 5.17 1.13
H 0.70 5.85 0.71
H -0.93 4.17 -0.11
H 0.13 0.72 -0.80
H -2.43 0.25 -2.21
H 0.33 -2.31 2.30
H 2.29 -3.83 2.32
H 3.82 -4.93 1.04
H 2.46 -3.66 -1.94
H 0.50 -2.15 -1.96
H -3.97 -1.66 -1.98
H -6.06 -2.43 -0.94
H -6.83 -1.42 1.18
H -5.50 0.35 2.25
H -3.41 1.12 1.22
```

Here are the natural (NBO) charges for atoms 1 to 2, given in e: -0.637 -0.058

# 3
Density functional theory data (the ωB97M-V functional and the def2-TZVPD basis) for a 2-piece molecular cluster, C5H12N5 overall.

Calculated values
* E_HOMO: -11.10 eV
* total charge: +1
* electronic energy: -12824.9608 eV
* E_LUMO: -2.8 eV
* gap between HOMO and LUMO: 0.3043 Eh

```
22
C5H12N5 the ωB97M-V functional and the def2-TZVPD basis
C 0.79 2.27 -0.55
N -0.36 1.98 0.06
N 1.15 3.54 -0.71
N 1.57 1.28 -1.00
C 0.36 4.67 -0.25
H -0.96 2.73 0.41
H -0.65 1.00 0.19
H 2.04 3.72 -1.18
H 2.45 1.49 -1.47
H 1.28 0.30 -0.87
H 0.90 5.60 -0.51
H 0.22 4.65 0.85
H -0.63 4.70 -0.73
N -0.65 -2.85 0.30
C -1.34 -3.73 -0.40
C -0.23 -3.53 1.42
C -0.67 -4.83 1.40
N -1.38 -4.95 0.23
H -1.83 -3.55 -1.36
H 0.36 -3.04 2.19
H -0.55 -5.67 2.09
H -1.85 -5.79 -0.12
```

Here are the natural (NBO) charges for atoms 1 to 2, given in e: 0.672 -0.770